Entry 1:
Density functional theory data (the ωB97M-V functional and the def2-TZVPD basis) for an isolated molecule of C4H5NO.

```
11
Properties=species:S:1:pos:R:3:forces:R:3:lowdin_charge:R:1
C 0.366017 -0.271933 -1.368455 -0.045 0.259 -0.371 -0.0545
C -1.098397 -0.836153 0.434167 -0.289 -0.141 0.488 0.0821
O 0.585685 -0.548245 0.050247 -0.497 -0.487 0.223 -0.1681
C -0.202325 0.118292 1.110695 -0.159 0.096 -0.150 -0.3402
C -0.362451 1.566569 0.922348 -0.179 0.227 -0.166 -0.1579
N -0.507968 2.701985 0.790471 0.134 -0.615 0.075 0.1711
H 1.326630 -0.514516 -1.819826 0.027 0.336 -0.067 0.0958
H -0.428058 -0.915266 -1.773392 0.527 0.277 0.267 0.0833
H 0.062006 0.770537 -1.496730 0.257 -0.117 -0.075 0.0941
H -0.947510 -1.801531 0.930434 -0.101 0.079 0.312 0.0448
H 0.201981 -0.105712 2.107849 0.326 0.088 -0.535 0.1495
```
Forces are in eV/Å.

The HOMO energy is -0.328 hartree. The energy above the lowest of the compared OMol25 structures with the same formula, charge and spin is 127.00 kcal/mol. The gap between HOMO and LUMO is 9.617 eV.


Entry 2:
Density functional theory data (the ωB97M-V functional and the def2-TZVPD basis) for a cluster of 2 separate species, C4H5NO in total.

```
11
Properties=species:S:1:pos:R:3:forces:R:3:lowdin_charge:R:1
C -1.639892 0.037028 -0.593299 -0.109 -0.086 0.537 -0.1087
C -0.205081 -0.003038 -0.023901 0.115 -0.046 0.289 -0.0586
C 1.243174 -0.191024 1.430798 -0.509 -0.076 0.385 -0.2169
O 1.503347 -0.366755 2.573087 -0.941 0.145 -1.132 0.1165
C 2.220351 0.028752 0.313560 -0.075 0.175 -1.030 -0.1940
N 2.333544 0.225793 -0.827880 0.834 -0.149 1.042 0.1669
H -2.441051 -0.147074 0.115210 -0.134 -0.026 0.135 0.0627
H -1.738148 -0.704045 -1.405240 0.185 0.092 0.512 0.0756
H -1.829535 1.012656 -1.070961 0.181 -0.237 0.449 0.0743
H 0.242667 0.969275 -0.102116 0.229 -0.074 -0.631 0.0412
H 0.310619 -0.861565 -0.409261 0.225 0.282 -0.556 0.0409
```
Forces are in eV/Å.

The HOMO energy is -0.359 hartree. The energy above the lowest of the compared OMol25 structures with the same formula, charge and spin is 98.38 kcal/mol. The gap between HOMO and LUMO is 9.602 eV.


Entry 3:
Density functional theory data (the ωB97M-V functional and the def2-TZVPD basis) for an isolated molecule of C4H5NO.

```
11
Properties=species:S:1:pos:R:3:forces:R:3:lowdin_charge:R:1
O -1.216877 2.038659 -0.222574 -0.094 -0.336 0.304 0.0673
C -0.611642 1.016985 0.009194 -0.041 0.041 -0.138 -0.4676
C -1.029094 -0.440564 -0.212668 -0.048 0.063 -0.015 -0.0858
C 0.285816 -1.178738 -0.126118 0.110 0.039 0.180 -0.0920
C 1.244538 -0.298994 0.183165 -0.066 -0.239 0.010 -0.1148
N 0.692395 0.958808 0.465221 -0.165 0.473 -0.363 0.0805
H -1.511752 -0.531874 -1.192494 0.064 -0.006 0.172 0.1253
H -1.771124 -0.727648 0.543710 0.147 0.041 -0.079 0.1267
H 0.417714 -2.249858 -0.219417 0.021 0.262 -0.307 0.0964
H 2.321082 -0.414270 0.151734 -0.169 -0.147 0.421 0.1152
H 1.178939 1.827498 0.620242 0.241 -0.190 -0.186 0.1488
```
Forces are in eV/Å.

The HOMO energy is -0.320 hartree. The energy above the lowest of the compared OMol25 structures with the same formula, charge and spin is 3.21 kcal/mol. As for the SMILES: O=C1CC=CN1. The gap between HOMO and LUMO is 9.650 eV.


Entry 4:
Density functional theory data (the ωB97M-V functional and the def2-TZVPD basis) for an isolated molecule of C4H5NO.

```
11
Properties=species:S:1:pos:R:3:forces:R:3:lowdin_charge:R:1
C 0.647739 -0.300162 1.301898 0.066 -0.044 0.152 -0.0694
C 0.000946 0.010436 -0.009146 -0.012 0.078 -0.079 -0.2776
C 0.043606 1.209897 -0.680447 -0.087 -0.657 0.251 -0.1958
O -0.575428 1.294372 -1.809225 -0.785 -2.156 -0.030 -0.0248
N -1.277666 -0.465559 -1.940379 1.300 3.052 0.377 0.2394
C -0.780829 -0.853530 -0.834318 -0.340 -0.057 -0.559 -0.1903
H 1.175398 0.589337 1.659466 -0.056 -0.138 -0.019 0.0768
H -0.079417 -0.577346 2.072003 0.082 0.007 -0.100 0.0769
H 1.384326 -1.106220 1.222958 -0.100 0.077 0.014 0.0770
H 0.595440 2.065258 -0.255647 -0.388 -0.167 -0.563 0.1462
H -1.090391 -1.897833 -0.726960 0.320 0.004 0.557 0.1417
```
Forces are in eV/Å.

The HOMO energy (alpha / beta) is -0.328 / -0.328 hartree. The energy above the lowest of the compared OMol25 structures with the same formula, charge and spin is 66.24 kcal/mol. The gap between HOMO and LUMO (alpha / beta) is 8.754 / 8.753 eV.


Entry 5:
Density functional theory data (the ωB97M-V functional and the def2-TZVPD basis) for an isolated molecule of C4H5NO2.

```
12
Properties=species:S:1:pos:R:3:forces:R:3:lowdin_charge:R:1
O 0.599615 -0.705971 -1.825984 -0.263 -0.317 0.245 0.0732
C -0.214566 -1.349821 -1.215059 0.399 0.267 -0.414 -0.1456
C -0.860780 -0.929903 0.111361 -0.519 -0.247 0.245 -0.3871
O -1.758207 -1.653149 0.470728 0.343 0.286 -0.019 0.1252
N -0.500569 0.211868 0.854440 -0.243 -0.290 0.022 -0.0075
C -0.028867 1.423654 0.166728 0.026 0.230 -0.129 -0.1107
C 0.909316 0.614646 0.958580 0.288 0.015 0.002 -0.1092
H -0.623738 -2.315978 -1.576789 0.105 0.160 0.070 0.1325
H -0.443325 2.328112 0.600637 0.028 -0.088 -0.151 0.1087
H 0.085654 1.392542 -0.912336 -0.055 0.063 0.205 0.1027
H 1.657466 0.053601 0.404089 -0.134 0.032 0.128 0.1087
H 1.178000 0.930401 1.963606 0.024 -0.110 -0.205 0.1090
```
Forces are in eV/Å.

The HOMO energy is -0.359 hartree. The energy above the lowest of the compared OMol25 structures with the same formula, charge and spin is 54.49 kcal/mol. As for the SMILES: O=CC(=O)N1CC1. The gap between HOMO and LUMO is 9.213 eV.


Entry 6:
Density functional theory data (the ωB97M-V functional and the def2-TZVPD basis) for an isolated molecule of C4H5NO2.

```
12
Properties=species:S:1:pos:R:3:forces:R:3:lowdin_charge:R:1
O -2.525328 0.634845 0.488932 0.355 -0.402 -0.181 0.0717
C -1.748418 -0.197152 0.090882 -0.204 0.384 0.126 -0.1947
C -0.405958 0.169401 -0.511264 -0.075 0.138 0.014 -0.2392
C 0.557671 0.885703 0.475902 -0.137 0.212 0.067 -0.1350
N 1.725521 0.007092 0.554050 -0.108 -0.365 -0.255 0.0736
C 1.475309 -0.979088 -0.193847 0.247 0.112 0.173 -0.2180
O 0.296482 -1.031058 -0.867892 0.042 -0.030 -0.028 -0.0282
H -1.959836 -1.284406 0.143852 -0.011 0.077 0.014 0.1366
H -0.578251 0.753809 -1.421776 -0.021 -0.065 0.133 0.1592
H 0.854407 1.875551 0.118350 -0.055 -0.158 0.041 0.1187
H 0.113917 1.012271 1.468836 0.035 -0.008 -0.150 0.1196
H 2.129455 -1.826689 -0.370126 -0.070 0.105 0.046 0.1356
```
Forces are in eV/Å.

The HOMO energy is -0.365 hartree. The energy above the lowest of the compared OMol25 structures with the same formula, charge and spin is 28.24 kcal/mol. As for the SMILES: O=C[C@H]1CN=CO1. The gap between HOMO and LUMO is 10.569 eV.


Entry 7:
Density functional theory data (the ωB97M-V functional and the def2-TZVPD basis) for an isolated molecule of C4H5NO2.

```
12
Properties=species:S:1:pos:R:3:forces:R:3:lowdin_charge:R:1
O 0.760057 -1.505257 2.041116 -0.167 0.083 -0.413 0.0809
C 0.439489 -0.820160 1.093895 -0.108 -0.273 0.330 -0.4374
N -0.702958 -0.942834 0.347258 -0.204 -0.168 0.204 0.0861
C -0.900923 0.012892 -0.726442 -0.227 0.093 0.106 -0.1291
C 0.309788 0.903894 -0.621765 -1.025 0.072 0.710 -0.2245
O 0.471481 1.561631 0.605006 -0.317 0.639 0.362 0.0216
C 1.185207 0.358736 0.557824 0.510 0.480 -4.272 -0.1132
H -1.435763 -1.557445 0.666865 0.056 0.031 0.008 0.1501
H -1.816131 0.599209 -0.592014 -0.080 -0.162 0.002 0.1247
H -0.943244 -0.485097 -1.706210 0.097 0.165 0.205 0.1247
H 0.607892 1.509939 -1.494629 0.334 -0.711 0.494 0.1574
H 2.025105 0.364492 -0.170903 1.131 -0.250 2.264 0.1587
```
Forces are in eV/Å.

The HOMO energy is -0.365 hartree. The energy above the lowest of the compared OMol25 structures with the same formula, charge and spin is 55.83 kcal/mol. As for the SMILES: O=C1NC[C@H]2O[C@@H]12. The gap between HOMO and LUMO is 10.737 eV.


Entry 8:
Density functional theory data (the ωB97M-V functional and the def2-TZVPD basis) for a structure of composition C4H5NO2.

```
12
Properties=species:S:1:pos:R:3:forces:R:3:lowdin_charge:R:1
O -2.614672 0.800057 0.376217 0.443 -0.445 -0.158 0.0635
C -1.929004 -0.123891 0.002833 0.041 0.475 -0.296 -0.1872
C -0.449900 -0.006847 -0.221971 0.563 0.636 -0.935 -0.2789
C 0.487062 0.888781 0.515045 0.181 0.176 0.082 -0.1623
N 1.680629 0.369106 -0.250514 1.197 -0.703 1.366 0.0342
C 1.461147 -0.914378 -0.264015 0.447 0.378 -0.125 -0.2368
O 0.192286 -1.283090 -0.130668 0.149 -0.106 0.096 0.0094
H -2.372092 -1.116835 -0.229971 0.161 0.164 0.087 0.1319
H 0.434504 0.436523 -1.197094 -3.164 -0.568 -0.019 0.2269
H 0.294782 1.942543 0.318543 0.169 -0.152 0.005 0.1277
H 0.646816 0.707304 1.586059 -0.174 0.013 -0.059 0.1283
H 2.168438 -1.699272 -0.504467 -0.015 0.134 -0.043 0.1433
```
Forces are in eV/Å.

The HOMO energy is -0.363 hartree. The energy above the lowest of the compared OMol25 structures with the same formula, charge and spin is 90.78 kcal/mol. The gap between HOMO and LUMO is 10.224 eV.


Entry 9:
Density functional theory data (the ωB97M-V functional and the def2-TZVPD basis) for an isolated molecule of C4H5NO2.

```
12
Properties=species:S:1:pos:R:3:forces:R:3:lowdin_charge:R:1
H 0.336183 -2.166961 -0.379054 -0.178 -0.095 -0.062 0.0715
N 0.693063 -1.294025 -0.003361 -0.341 0.034 -0.127 0.1838
C -0.119857 -0.326439 -0.124099 0.310 -0.237 -0.125 -0.3607
C -1.504084 -0.375068 -0.721790 -0.061 -0.051 0.057 -0.0292
C 0.455158 0.963933 0.379445 -0.217 -0.050 0.082 -0.0719
O 1.859887 1.199304 -0.116427 0.170 0.105 0.082 0.1362
C 1.693508 0.805891 1.136267 0.249 0.062 0.482 -0.4834
O 2.333669 0.512301 2.092806 -0.358 0.355 -0.558 0.1580
H -1.462998 -0.249070 -1.812566 0.066 0.021 0.255 0.0914
H -1.953696 -1.347323 -0.504558 0.017 0.113 -0.101 0.0805
H -2.160633 0.403016 -0.320243 0.149 -0.077 -0.030 0.0781
H -0.153516 1.867570 0.404424 0.194 -0.180 0.045 0.1457
```
Forces are in eV/Å.

The HOMO energy is -0.376 hartree. The energy above the lowest of the compared OMol25 structures with the same formula, charge and spin is 47.52 kcal/mol. As for the SMILES: [H]/N=C(\C)[C@@H]1OC1=O. The gap between HOMO and LUMO is 10.809 eV.


Entry 10:
Density functional theory data (the ωB97M-V functional and the def2-TZVPD basis) for an isolated molecule of C4H5NO2.

```
12
Properties=species:S:1:pos:R:3:forces:R:3:lowdin_charge:R:1
C -1.257115 -1.187495 0.356507 4.391 2.254 -1.492 0.1294
C -0.591383 0.004004 -0.035120 0.114 -6.404 1.057 -0.2008
C -1.095718 1.391519 0.055822 -1.762 0.069 1.180 -0.2482
O -0.421596 2.363628 -0.158078 -0.850 -0.566 -0.031 0.0722
N 0.765351 -0.459428 -0.366454 -0.127 1.734 -1.901 0.0342
C 1.934809 0.194213 -0.201151 -0.596 0.277 4.102 -0.3690
O 2.174714 0.798692 0.815912 0.832 1.026 -0.694 0.0564
H -0.718686 -2.201443 0.386987 -0.746 1.981 -0.233 0.1091
H -2.170019 -1.173261 0.764263 -3.653 0.129 1.096 0.0029
H -2.300072 1.407701 0.497041 3.043 0.124 -1.226 0.1811
H 1.070885 -0.929036 -1.201516 -2.394 -0.913 -0.942 0.1175
H 2.608831 -0.209094 -0.914215 1.750 0.290 -0.916 0.1153
```
Forces are in eV/Å.

The HOMO energy is -0.356 hartree. The energy above the lowest of the compared OMol25 structures with the same formula, charge and spin is 75.44 kcal/mol. As for the SMILES: C=C(C=O)NC=O. The gap between HOMO and LUMO is 9.119 eV.